C2HN2O2 | the ωB97M-V functional and the def2-TZVPD basis

```
7
Properties=species:S:1:pos:R:3:nbo_charge:R:1
C -2.199 -0.240 -0.109 0.5722
C 2.205 0.182 -0.084 0.5855
N 3.281 -0.170 0.148 -0.6106
N -3.063 0.501 0.197 -0.5550
O -1.034 -0.933 -0.410 -0.7785
O 1.001 0.600 -0.093 -0.7591
H -0.009 -0.164 -0.416 0.5455
```

Values from the calculation:
net charge = -1
energy relative to the best compared isomer or geometry (same formula, charge and spin) = 0.000 eV
E_HOMO = -5.93 eV
E = -9166.2406 eV
LUMO level = 4.0 eV